No. 1
Entry from OMol25: a cluster of 3 separate species, C8H12FO4 in total in a non-equilibrium geometry (wB97M-V/def2-TZVPD).

Computed properties:
Charge: -1
Kohn-Sham gap: 6.87 eV
ΔE to the lowest compared entry with this formula, charge and spin: 0.0 kcal/mol
E: -19398.9326 eV

Atoms and positions in Å:
F -5.218970 -0.839909 -8.525870
O -4.139813 2.132057 -8.701722
C -3.756218 1.846814 -7.605778
O -4.475381 2.034234 -6.498215
C -3.844532 1.556461 -5.304262
C -2.402628 1.244514 -5.750347
C -2.498377 1.057061 -7.260808
H -4.418248 0.690496 -4.976634
H -3.879289 2.356371 -4.564371
H -2.172823 0.285453 -5.269934
H -1.705007 2.025996 -5.463379
H -2.692566 0.060455 -7.659816
H -1.596731 1.458339 -7.720545
O -2.599609 -5.593934 -8.710591
C -2.157516 -4.527194 -9.048968
O -1.037084 -4.431881 -9.788684
C -0.753079 -3.101361 -10.171339
C -1.876427 -2.218128 -9.635787
C -2.739515 -3.168082 -8.775062
H -0.733272 -3.077096 -11.268665
H 0.261177 -2.802228 -9.888238
H -2.429575 -1.797841 -10.472058
H -1.472761 -1.374341 -9.078006
H -3.778891 -3.102966 -9.087344
H -2.615997 -2.962529 -7.714296

Forces on the atoms, in the same order (eV/Å):
0.48 -0.22 0.18
0.21 0.71 0.37
0.24 -1.20 -1.33
-0.86 0.85 0.72
0.28 0.48 -1.09
-0.63 -1.82 0.61
0.09 0.96 0.22
0.19 -0.07 0.09
-0.14 -0.09 0.07
0.61 0.36 0.09
0.05 -0.02 0.01
-0.12 -0.15 0.38
-0.22 0.06 -0.40
0.35 0.14 -0.03
-0.86 -0.32 0.19
0.59 -0.62 0.04
0.21 0.53 -1.06
0.00 0.19 0.23
0.67 0.59 -0.73
-0.09 -0.10 0.11
-0.15 -0.25 0.50
-0.25 -0.01 0.18
-0.12 -0.05 0.08
-0.18 0.03 0.51
-0.39 0.03 0.05

Atomic partial charges in e from the Mulliken method, atoms 1 to 4:
1. F -0.937
2. O -0.569
3. C 0.425
4. O -0.371


No. 2
Entry from OMol25: a cluster of 2 separate species, C8H12N in total in a non-equilibrium geometry (wB97M-V/def2-TZVPD).

Computed properties:
Charge: +1
Kohn-Sham gap (alpha / beta): 8.77 / 6.83 eV
ΔE to the lowest compared entry with this formula, charge and spin: 104.7 kcal/mol
E: -9967.2025 eV

Atoms and positions in Å:
C -0.451627 1.053754 0.674351
C -1.657798 1.082621 -0.211089
C 3.474605 0.420540 -1.594167
C -2.971365 0.739138 0.498212
C 3.137764 0.447606 -0.285602
C 1.221894 -2.360024 0.723865
C -3.818258 -0.194793 0.166973
C 1.790983 0.358769 0.116758
N 0.705452 0.737564 0.402141
H -0.762043 1.323530 1.692410
H -1.663161 0.260364 -1.082481
H -1.703805 2.015159 -0.809240
H 4.481182 0.795189 -1.757293
H 2.704470 0.145022 -2.374117
H -3.335555 1.510907 1.228319
H 3.754959 0.469800 0.544295
H 2.110530 -2.603672 1.231006
H 0.295861 -2.330225 1.223886
H 1.046495 -2.646588 -0.350652
H -3.584205 -0.937078 -0.600827
H -4.776385 -0.287578 0.563246

Forces on the atoms, in the same order (eV/Å):
-4.93 1.17 1.45
-0.74 -2.72 -2.92
-0.66 0.20 0.33
0.36 3.04 1.11
-2.25 -0.36 -1.50
-0.76 -0.18 -2.69
1.10 -1.30 -1.60
0.23 -1.14 -0.06
2.86 -0.57 -0.89
0.90 -0.13 0.00
0.81 1.58 1.72
-0.09 -0.12 0.65
-0.07 -0.68 -0.79
1.32 0.70 0.81
0.54 -0.78 -0.48
1.72 0.54 1.25
0.92 -0.18 0.40
-0.77 0.33 1.00
0.79 0.39 1.16
0.08 0.18 0.12
-1.34 0.01 0.92

Atomic partial charges in e from the Mulliken method, atoms 1 to 4:
1. C -0.193
2. C -0.446
3. C -0.668
4. C 0.064


No. 3
Entry from OMol25: the ion C8H12N with charge +1 in a non-equilibrium geometry (wB97M-V/def2-TZVPD).

Computed properties:
Structure (SMILES): CC1=C[C@]23CC[C@H]2[NH2+][C@H]13
Charge: +1
Kohn-Sham gap: 10.58 eV
ΔE to the lowest compared entry with this formula, charge and spin: 35.2 kcal/mol
E: -9970.2162 eV

Atoms and positions in Å:
C 0.810847 -1.423251 -0.526349
C 1.566558 -0.458515 0.020345
C -2.414973 0.085818 0.015955
C -1.822758 -1.263305 0.413814
C 0.409799 0.214834 0.685168
C -1.145103 0.457139 -0.809079
C -0.491185 -0.763710 -0.068967
C 2.961027 0.052272 -0.024845
N -0.175310 1.424258 -0.116393
H 0.952599 -2.193341 -1.272684
H -3.193680 0.027040 -0.666049
H -2.809583 0.871086 0.690119
H -1.928944 -1.731004 1.448822
H -2.233117 -2.190600 -0.208964
H 0.377514 0.587712 1.751451
H -1.243445 0.631589 -1.844255
H 3.182791 0.935925 -0.486849
H 3.774630 -0.490678 -0.458293
H 3.076865 0.283755 1.040956
H -0.446879 2.312319 0.286929
H 0.641299 1.752963 -0.669637

Forces on the atoms, in the same order (eV/Å):
-1.02 0.82 -0.39
0.45 0.28 -1.22
0.23 1.63 0.19
-1.05 -3.18 0.79
-0.60 1.55 2.16
0.28 -0.04 2.02
0.81 -1.30 -0.45
-0.55 -1.43 2.48
1.88 0.12 -1.67
0.30 -0.15 0.28
-1.61 -0.48 -1.36
0.71 -0.69 0.37
0.37 1.28 -1.01
0.84 2.27 0.71
0.16 -1.33 -0.88
-0.02 0.07 -1.10
-0.62 2.96 -1.46
0.07 -1.47 0.27
1.10 -0.19 -0.06
-0.90 -0.23 0.80
-0.83 -0.47 -0.49

Atomic partial charges in e from the Mulliken method, atoms 1 to 4:
1. C -0.776
2. C -0.018
3. C -0.767
4. C -0.533


No. 4
Entry from OMol25: a cluster of 2 separate species, C8H12N2 in total in a non-equilibrium geometry (wB97M-V/def2-TZVPD).

Computed properties:
Kohn-Sham gap (alpha / beta): 8.42 / 8.42 eV
ΔE to the lowest compared entry with this formula, charge and spin: 168.6 kcal/mol
E: -11463.9277 eV

Atoms and positions in Å:
C 0.114572 0.924699 2.140559
C 0.259226 1.859398 -1.711171
C 0.309899 -0.791079 0.511751
C 0.209056 -0.208720 -0.651460
C -1.384386 0.828404 2.217453
C 0.255335 2.711547 -2.664752
C 0.509108 -2.106057 1.086253
C 0.432797 -1.045343 -1.932508
N 0.670757 1.746004 2.901748
N 0.302398 1.137649 -0.736899
H -1.816740 0.490806 1.258410
H -1.818008 1.810089 2.381071
H -1.835630 0.272435 2.997522
H -0.561564 3.302509 -2.685948
H 1.730841 1.705365 2.850324
H 0.981557 2.967561 -3.365210
H 0.165963 -2.104216 2.129357
H 1.545558 -2.502178 1.024641
H -0.133608 -2.950546 0.419406
H -0.146734 -0.571092 -2.662607
H 0.190264 -2.075108 -1.529518
H 1.478237 -0.830111 -2.032154

Forces on the atoms, in the same order (eV/Å):
-1.60 -1.71 -0.47
0.64 -1.40 1.06
0.72 2.71 3.17
0.36 -2.13 -0.62
-0.82 0.95 -2.03
0.63 -0.24 -0.27
-1.46 -2.85 -1.56
-0.32 -0.21 3.79
2.59 -0.99 -0.98
0.17 2.30 -0.10
0.28 -0.05 0.51
0.21 0.51 0.04
0.24 -1.14 0.93
-2.89 1.79 -0.37
-1.43 0.22 0.05
1.52 -0.05 -0.65
0.06 -0.40 -0.40
-0.44 0.57 0.15
1.39 2.02 1.91
-0.92 -0.17 -1.60
0.36 0.89 -1.66
0.70 -0.62 -0.89

Atomic partial charges in e from the Mulliken method, atoms 1 to 4:
1. C 0.383
2. C 0.992
3. C 0.652
4. C 0.192


No. 5
Entry from OMol25: an isolated molecule of C8H12N2 in a non-equilibrium geometry (wB97M-V/def2-TZVPD).

Computed properties:
Kohn-Sham gap: 8.66 eV
ΔE to the lowest compared entry with this formula, charge and spin: 119.6 kcal/mol
E: -11466.0517 eV

Atoms and positions in Å:
C -0.373098 -2.436362 0.267671
C 0.515708 -2.111349 -0.648704
C -1.329968 -1.417890 0.719887
C 0.657344 1.799361 -0.892296
C -0.663891 2.041684 -0.038262
C 0.584562 0.568274 1.150219
C 0.494438 -0.679639 -0.983303
C 1.166389 0.497024 -0.382778
N -1.374465 -0.125720 0.026569
N -0.784544 0.871687 0.766369
H -0.591585 -3.439798 0.620502
H 1.155099 -2.723395 -1.115170
H -2.385208 -1.774730 0.641057
H -1.173597 -1.162341 1.807622
H 0.526001 1.628699 -1.929390
H 1.358642 2.642327 -1.024555
H -0.447145 2.898378 0.564924
H -1.676567 2.143214 -0.679201
H 0.608274 -0.362193 1.663121
H 1.183785 1.287869 1.682746
H 0.278512 -0.543074 -1.968781
H 2.271314 0.397974 -0.248245

Forces on the atoms, in the same order (eV/Å):
-0.60 -1.07 -0.11
-1.52 3.16 2.35
-2.11 1.26 1.88
-0.41 0.55 -1.23
-1.33 0.51 -3.00
0.05 -0.71 -2.01
-1.44 1.26 1.53
1.65 -1.59 3.07
3.44 -1.02 -1.39
-0.05 0.33 1.51
0.36 -0.12 -0.07
2.29 -2.44 -1.52
0.75 -0.31 0.19
-0.30 -0.62 -0.71
-1.14 -0.18 -1.29
-0.09 -0.23 1.30
-0.44 0.57 0.51
2.53 0.03 1.48
0.35 -0.76 0.34
-0.50 0.71 0.36
-0.77 0.62 -2.86
-0.70 0.05 -0.33

Atomic partial charges in e from the Mulliken method, atoms 1 to 4:
1. C -0.411
2. C -0.566
3. C -0.759
4. C -0.992


No. 6
Entry from OMol25: a cluster of 2 separate species, C8H12N2O in total in a non-equilibrium geometry (wB97M-V/def2-TZVPD).

Computed properties:
Structure (SMILES): CNC(C)=O.c1ccncc1
Kohn-Sham gap: 9.62 eV
ΔE to the lowest compared entry with this formula, charge and spin: 93.7 kcal/mol
E: -13514.3504 eV

Atoms and positions in Å:
C -2.241493 0.091630 1.282961
C -2.048690 -1.226745 0.777581
C -2.469910 -1.352732 -0.580901
C -3.378009 -0.314636 -1.104400
C -3.695698 0.772710 -0.267990
C 1.891204 1.680874 -0.551679
C 2.516634 0.255903 -0.232718
C 4.549873 -0.824007 0.357102
H -1.599750 0.511309 2.032021
H -1.276873 -1.910587 1.181244
H -2.347223 -2.071496 -1.478897
H -3.946617 -0.440068 -1.899439
H -4.484343 1.417846 -0.719019
H 2.555444 2.534743 -0.050527
H 0.930651 1.987798 -0.071959
H 1.336886 1.723603 -1.520581
H 4.384830 1.237906 -0.289204
H 4.008241 -1.628471 -0.034504
H 5.378904 -0.585866 -0.262342
H 4.685846 -1.016871 1.448797
N -2.980845 1.119607 0.885377
N 3.708277 0.282989 0.147344
O 1.817315 -0.759499 -0.455547

Forces on the atoms, in the same order (eV/Å):
0.89 0.60 0.76
0.65 0.64 -3.13
-2.10 1.23 -1.51
3.07 0.15 6.94
0.61 0.11 -0.82
-0.22 1.13 1.79
-8.05 0.54 -3.17
-0.27 -0.36 1.28
0.48 -0.95 1.06
-0.81 0.61 0.00
0.59 0.25 2.55
-2.06 -0.68 -3.95
0.73 0.06 1.05
-1.00 -1.46 -2.24
0.51 -1.32 1.04
1.94 0.23 -0.23
-3.34 -3.55 2.20
-0.44 -1.74 -0.64
1.41 -0.69 0.21
0.57 0.26 -0.93
-1.99 -2.01 -2.98
7.55 5.90 -0.20
1.28 1.04 0.91

Atomic partial charges in e from the Mulliken method, atoms 1 to 4:
1. C 0.019
2. C -0.587
3. C -0.060
4. C -0.419